# 1
88
Properties=species:S:1:pos:R:3 method="wB97M-V/def2-TZVPD" max_force_ev_per_a=0.87 e_lumo_ha="-0.1250 / -0.1344" homo_energy_ha="-0.386 / -0.397" total_charge=+1 s_squared=0.757 relative_energy_kcal_mol=0.0 gap_ev="7.11 / 7.15" multiplicity=2
Ti -0.19872 -0.12746 0.53101
C -4.53313 -2.32621 -0.90176
Si -3.37762 -1.19365 0.03098
C -4.09514 -0.96656 1.75577
C -3.45410 0.45964 -0.85157
C -1.59605 -1.78171 0.18173
C -1.17547 -2.30449 1.49734
C -1.82927 -3.20819 2.34498
C -1.19233 -3.63744 3.48750
C 0.07914 -3.15096 3.80911
C 0.65265 -2.22301 2.97570
N 0.03384 -1.80716 1.85754
Si -0.89365 -3.01101 -1.09158
C -1.96263 -4.54208 -1.20221
C -0.67724 -2.31057 -2.79988
C 0.80090 -3.58472 -0.51367
H -5.53409 -1.88609 -0.88981
H -4.59880 -3.32007 -0.45635
H -4.23556 -2.43497 -1.94663
H -4.92134 -0.25227 1.71362
H -3.37145 -0.59500 2.48333
H -4.49990 -1.90307 2.14525
H -4.40759 0.94462 -0.62391
H -3.40225 0.30808 -1.92834
H -2.65172 1.15406 -0.58909
H -2.80444 -3.58425 2.06750
H -1.67026 -4.36477 4.13157
H 0.60515 -3.48828 4.69027
H 1.62218 -1.79044 3.18716
H -2.91443 -4.35033 -1.69399
H -2.16399 -4.97886 -0.22075
H -1.43074 -5.29445 -1.79059
H -1.63295 -2.07966 -3.26989
H -0.17117 -3.05663 -3.41815
H -0.08224 -1.39848 -2.79526
H 0.77202 -4.09512 0.45166
H 1.52597 -2.76761 -0.44345
H 1.18352 -4.29446 -1.25092
Br -3.39282 -0.38018 -4.96610
C -2.05372 0.92147 -4.60929
C -1.79268 1.88774 -5.57331
C -0.86550 2.86276 -5.25716
C -0.26395 2.84609 -4.00705
C -0.59033 1.81766 -3.13993
N -1.46628 0.85745 -3.43834
C 0.01371 1.81816 -1.75990
O 0.30967 2.86963 -1.23564
O 0.19888 0.63729 -1.18721
H -2.30733 1.87128 -6.52235
H -0.62640 3.63845 -5.97212
H 0.43854 3.60644 -3.69954
C -1.94196 3.44194 1.37207
C -1.75645 2.16711 2.12148
O -1.17316 1.22920 1.55384
C -2.22432 1.98383 3.49490
C -2.95282 2.98457 4.14255
C -3.39882 2.78769 5.43734
C -3.11643 1.59954 6.09710
C -2.39253 0.59503 5.46197
C -1.95363 0.78313 4.16686
H -1.29450 3.45318 0.49742
H -1.74199 4.30805 2.00083
H -2.98354 3.49856 1.04357
H -3.18057 3.91240 3.63557
H -3.96673 3.56236 5.93401
H -3.46608 1.45148 7.11027
H -2.18101 -0.33277 5.97616
H -1.40425 0.00212 3.65985
C 2.17222 2.69672 1.38995
P 2.10524 0.87966 1.45416
C 3.42731 0.35967 0.31880
C 2.72697 0.51908 3.12111
C 3.98760 -0.00791 3.37936
C 4.38032 -0.26532 4.68760
C 3.52262 0.00547 5.74163
C 2.26189 0.53550 5.49217
C 1.86634 0.78331 4.18865
H 3.18702 3.04432 1.58635
H 1.50679 3.10535 2.15221
H 1.82735 3.03192 0.41290
H 4.34738 0.92148 0.48240
H 3.08052 0.53604 -0.69993
H 3.62377 -0.70670 0.43377
H 4.66970 -0.22403 2.56769
H 5.36255 -0.67598 4.88071
H 3.83469 -0.19462 6.75795
H 1.58919 0.75093 6.31235
H 0.87853 1.18748 3.99628



# 2
13
Properties=species:S:1:pos:R:3 method="wB97M-V/def2-TZVPD" max_force_ev_per_a=1.15 e_lumo_ha=0.0312 homo_energy_ha=-0.370 total_charge=0 relative_energy_kcal_mol=41.2 gap_ev=10.92
C 1.53060 0.03500 0.95405
C 0.20959 0.13644 0.24814
C -0.98419 -0.86329 0.17132
C -0.34382 -0.25043 -1.06288
C -0.97803 1.10477 -1.09151
O -1.82987 1.66758 -1.70342
O -0.40091 1.46187 0.13261
H 1.38534 0.17903 2.02888
H 2.28533 0.76061 0.62423
H 1.92636 -0.96968 0.79238
H -1.89340 -0.43912 0.58847
H -1.03209 -1.95920 0.13386
H 0.12508 -0.86359 -1.81614



# 3
5
Properties=species:S:1:pos:R:3 method="wB97M-V/def2-TZVPD" max_force_ev_per_a=0.97 e_lumo_ha=-0.0466 homo_energy_ha=-0.368 total_charge=0 relative_energy_kcal_mol=0.0 gap_ev=8.74
O 1.21590 0.74806 0.99225
O 1.46514 -0.56517 -1.11186
S 1.39964 0.69008 -0.41839
Cl -1.76752 -1.50230 0.52385
I -2.31316 0.62933 0.01416



# 4
57
Properties=species:S:1:pos:R:3 method="wB97M-V/def2-TZVPD" max_force_ev_per_a=2.50 e_lumo_ha="0.0136 / 0.0136" homo_energy_ha="-0.294 / -0.295" total_charge=0 s_squared=6.007 gap_ev="8.36 / 8.41" multiplicity=5
O 0.25526 -0.01987 -4.88146
C 0.10864 1.31273 -5.53097
C -0.12462 0.69998 -6.90436
H 1.02863 1.90433 -5.41316
H -0.73453 1.86358 -5.08936
C 0.07487 -0.65126 -6.17717
H 0.64148 0.90308 -7.65107
H -1.12697 0.82108 -7.31249
C 1.32150 -1.40218 -6.62408
H 2.18280 -0.72301 -6.63417
H 1.19686 -1.81362 -7.63590
H 1.53254 -2.24624 -5.95386
C -1.13747 -1.57367 -6.18770
H -2.03790 -1.03151 -5.86935
H -0.97899 -2.43183 -5.51879
H -1.31788 -1.97868 -7.19311
Pm -0.04264 -0.05192 3.23811
C -2.36117 -0.75953 4.36121
C -2.28186 0.64710 4.58567
C -2.49267 1.30338 3.32926
H -2.15149 1.14582 5.54450
C -2.66894 0.29468 2.33525
C -2.60536 -0.97738 2.97384
H -2.81349 -1.94134 2.50140
H -2.32520 -1.53002 5.13729
H -2.52530 2.38248 3.17492
H -2.87354 0.47408 1.27685
C 1.11105 -2.03031 4.65139
C 0.22423 -2.67837 3.74044
C 0.77060 -2.55953 2.42555
H -0.66659 -3.24746 4.01308
C 2.00382 -1.84391 2.53680
C 2.20742 -1.51859 3.90608
H 3.06787 -0.98991 4.31839
H 1.02229 -2.00706 5.74112
H 0.37202 -3.02182 1.52430
H 2.67966 -1.59207 1.71314
O 0.00759 0.28392 0.81599
C -0.29657 -0.61136 -0.32182
C -0.53323 0.28619 -1.52083
H -1.14042 -1.23038 -0.01123
H 0.58935 -1.24190 -0.45683
C 0.32648 1.51474 -1.23314
H -1.57703 0.60774 -1.62646
H -0.26060 -0.22774 -2.43980
C 0.30651 1.63335 0.27896
H -0.06810 2.41866 -1.68856
H 1.32964 1.36764 -1.62561
H -0.52336 2.27422 0.59200
H 1.22819 1.96312 0.77338
Cl 3.35600 2.18209 6.31103
C 2.00260 2.98756 5.50286
Cl 2.49018 4.35560 4.47840
C 1.19382 1.94285 4.70620
O 0.50164 1.05915 5.33522
O 1.22719 1.93840 3.42940
H 1.30524 3.36494 6.24926